No. 1
DFT (the ωB97M-V functional and the def2-TZVPD basis) results for a molecular structure, C30H32Co2O9 in a non-equilibrium geometry.

* HOMO-LUMO gap: 5.77 eV
* spin multiplicity: 1
* net charge: -2
* energy relative to the best compared isomer or geometry (same formula, charge and spin): 41.0 kcal per mole

Geometry as XYZ:
```
73
C30H32Co2O9 (the ωB97M-V functional and the def2-TZVPD basis)
C -3.1694 -2.4943 -0.8238
C -2.1217 -1.4353 -1.0663
O -1.1530 -1.5613 0.0055
C -0.1006 -0.6924 -0.0013
C 0.5495 -0.6689 1.3041
C 1.5436 0.3339 1.6719
O 1.2666 1.0819 2.6240
C 2.8855 0.5708 1.0159
C 2.8453 1.4498 -0.2400
C 2.2552 2.8518 0.0174
C 0.7371 2.9152 -0.2141
C -0.0639 3.5352 0.9162
C -1.5823 3.2564 0.8566
C -1.9901 1.7883 1.0574
C -1.7109 1.2046 2.4341
C -1.7454 -0.3139 2.5162
C -0.3654 -1.0210 2.4410
O 0.0653 0.0417 -0.9836
H -3.7424 -2.6771 -1.7374
H -2.7240 -3.4380 -0.4810
H -3.8563 -2.1250 -0.0498
H -1.6304 -1.5413 -2.0455
H -2.5714 -0.4255 -0.9905
H 3.4638 1.1068 1.7855
H 3.3881 -0.3742 0.7956
H 3.8844 1.5343 -0.6026
H 2.2673 0.9220 -1.0152
H 2.5148 3.1513 1.0401
H 2.7505 3.5369 -0.6846
H 0.5629 3.4890 -1.1416
H 0.3666 1.9018 -0.4481
H 0.3271 3.1919 1.8866
H 0.0898 4.6237 0.8675
H -2.0563 3.8586 1.6387
H -1.9689 3.5901 -0.1181
H -3.0634 1.6785 0.8302
H -1.4873 1.2144 0.2699
H -0.7467 1.5605 2.8104
H -2.4806 1.5958 3.1124
H -2.1764 -0.5881 3.4862
H -2.4175 -0.7366 1.7622
H -0.5721 -2.0888 2.4119
H 0.1600 -0.8454 3.3866
O -1.9364 -4.2249 1.9021
C -0.8409 -4.0824 1.5579
Co 0.7981 -4.1480 1.0666
C 0.4270 -3.5075 -0.7939
O -0.5042 -3.9106 -1.4768
C 1.5864 -2.6277 -1.2595
O 1.5309 -1.9570 -2.2758
C 2.5324 -5.2224 0.5279
C 2.3727 -6.3316 -0.3648
C 1.1869 -7.0857 -0.3170
C 1.0849 -8.2220 -1.1173
C 2.1366 -8.5823 -1.9659
C 3.2713 -7.7702 -2.0742
C 3.3936 -6.6292 -1.2812
C 2.7119 -3.8568 0.5641
C 2.7882 -2.6887 -0.3288
Co 2.8840 -4.6026 2.1721
C 1.2940 -4.8834 3.1251
O 0.6729 -5.1777 4.0687
C 3.4667 -3.0512 2.6957
O 3.8431 -2.0085 3.0664
C 4.2032 -5.6499 2.6331
O 5.1544 -6.3051 2.7765
H 0.3587 -6.7555 0.3190
H 0.1787 -8.8199 -1.0595
H 2.0681 -9.4927 -2.5708
H 4.0691 -8.0202 -2.7762
H 4.2367 -5.9437 -1.3729
H 2.8777 -1.8400 0.3342
H 3.7284 -2.7055 -0.9439
```

=====

No. 2
DFT (the ωB97M-V functional and the def2-TZVPD basis) results for a gas-phase ion, C2H8NOS (charge +1) in a non-equilibrium geometry.

* HOMO-LUMO gap: 9.41 eV
* spin multiplicity: 1
* net charge: +1
* energy relative to the best compared isomer or geometry (same formula, charge and spin): 56.0 kcal per mole

Geometry as XYZ:
```
13
C2H8NOS (the ωB97M-V functional and the def2-TZVPD basis)
C 1.5041 0.4710 0.2500
N 0.9653 -0.8052 -0.2346
C -0.3360 -1.1545 0.0550
S -1.7698 -0.0505 -0.6102
O -2.0671 0.8629 0.6848
H 2.0680 0.9698 -0.5336
H 0.7064 1.1410 0.5793
H 2.1719 0.3027 1.0937
H 1.2405 -1.0231 -1.1820
H -0.5748 -1.1297 1.1218
H -0.6051 -2.1272 -0.3541
H -0.9771 0.7677 -1.3345
H -2.3263 1.7753 0.4644
```

=====

No. 3
DFT (the ωB97M-V functional and the def2-TZVPD basis) results for 2 unconnected molecules or ions with the total composition C3H3N2O in a non-equilibrium geometry.

* HOMO-LUMO gap: 10.60 eV
* spin multiplicity: 1
* net charge: +1
* energy relative to the best compared isomer or geometry (same formula, charge and spin): 52.2 kcal per mole

Geometry as XYZ:
```
9
C3H3N2O (the ωB97M-V functional and the def2-TZVPD basis)
C 1.8555 -0.9330 -0.3652
C 0.3518 1.0879 0.3877
C -1.4939 -0.0178 -0.2808
N 1.0040 1.9809 0.3729
N -0.4598 0.0268 0.4599
O 2.9077 -1.2680 -0.6305
H -2.1535 -0.9145 -0.2203
H -1.6296 0.7937 -0.8980
H -0.3823 -0.7559 1.1745
```

=====

No. 4
DFT (the ωB97M-V functional and the def2-TZVPD basis) results for a molecular structure, C4H5EuLiO2 in a non-equilibrium geometry.

* HOMO-LUMO gap (alpha / beta): 5.81 / 6.02 eV
* spin multiplicity: 8
* net charge: +2
* energy relative to the best compared isomer or geometry (same formula, charge and spin): 66.1 kcal per mole

Geometry as XYZ:
```
13
C4H5EuLiO2 (the ωB97M-V functional and the def2-TZVPD basis)
H -1.7269 0.1517 1.5088
C -0.9136 0.3704 0.3311
C -0.6421 -0.9758 -0.2519
C 0.8600 -1.2201 -0.3186
C 1.6486 0.0174 -0.0545
O 1.1412 0.7497 0.8826
O -1.3661 1.3076 -0.2859
Li -1.6237 3.1923 -0.1938
Eu 2.5342 2.6768 0.1233
H -1.1265 -1.0228 -1.2398
H -1.1696 -1.7098 0.3750
H 1.1942 -1.5802 -1.3061
H 1.1904 -1.9571 0.4299
```

=====

No. 5
DFT (the ωB97M-V functional and the def2-TZVPD basis) results for a molecular structure, C11H26BaF3N2O15P2 in a non-equilibrium geometry.

* HOMO-LUMO gap: 2.94 eV
* spin multiplicity: 1
* net charge: +1

Geometry as XYZ:
```
60
C11H26BaF3N2O15P2 (the ωB97M-V functional and the def2-TZVPD basis)
Ba 1.0244 4.4443 5.2188
N -0.1845 1.4767 1.2595
O 0.5747 2.4284 1.3107
O -0.5437 1.0256 0.2281
O -0.3409 0.9850 2.3559
C 1.2517 -4.1433 -0.6289
N 2.5512 -4.4830 -1.1691
O 2.7142 -4.6617 -2.3521
O 3.5257 -4.5071 -0.3452
H 1.2226 -3.1035 -0.3031
H 0.9500 -4.8000 0.1870
H 0.5752 -4.1367 -1.4836
C -2.9735 4.9963 -8.4523
O -1.8181 5.3966 -7.7868
P -0.4150 4.5587 -7.8503
O -0.5963 3.0627 -8.0196
O 0.6127 5.3636 -8.9092
C 1.5720 4.5561 -9.6330
O 0.1921 5.0493 -6.4033
C -0.3727 4.6469 -5.1385
H -2.9348 4.5148 -9.4294
H -3.4362 5.9341 -8.7599
H -3.5857 4.4790 -7.7136
H 2.5892 4.7854 -9.3155
H 1.4840 4.6992 -10.7099
H 1.3228 3.5100 -9.4554
H -1.3483 4.1703 -5.2347
H -0.3264 5.5187 -4.4859
H 0.2619 3.8877 -4.6812
C 6.1855 -0.5330 8.1923
O 5.2107 -1.3696 7.6085
P 4.5302 -0.9641 6.2118
O 3.7777 0.3298 6.1209
O 5.8897 -1.1219 5.3104
C 5.7173 -1.0717 3.9320
O 3.5949 -2.2898 5.9268
C 2.3420 -2.4389 6.5709
H 6.3246 0.5233 7.9622
H 7.1748 -0.9638 8.0381
H 5.8679 -0.6597 9.2273
H 6.6844 -1.0348 3.4305
H 5.0251 -0.3576 3.4859
H 5.2542 -2.0019 3.6029
H 2.3213 -2.4034 7.6601
H 1.8600 -3.3601 6.2437
H 1.7035 -1.6049 6.2797
C -4.1890 -3.6903 2.7474
C -4.6726 -3.1189 1.4609
O -6.0760 -2.9681 1.4877
C -6.6850 -1.9389 0.8930
O -6.1437 -1.1544 0.0933
C -8.2284 -1.8966 1.0247
F -8.8038 -2.5728 -0.0607
F -8.6050 -2.5622 2.1424
F -8.7123 -0.5710 1.0167
H -4.6113 -4.6904 2.8453
H -4.4479 -3.1975 3.6845
H -3.1068 -3.8206 2.7408
H -4.5694 -3.9203 0.7293
H -4.1608 -2.2304 1.0911
```

=====

Look up the net charge of the third one.
+1

=====

spin multiplicity of number 2 (C2H8NOS)?
1

=====

The highest spin multiplicity belongs to which entry?
C4H5EuLiO2

=====

Copy entry 3 word for word.
DFT (the ωB97M-V functional and the def2-TZVPD basis) results for 2 unconnected molecules or ions with the total composition C3H3N2O in a non-equilibrium geometry.

* HOMO-LUMO gap: 10.60 eV
* spin multiplicity: 1
* net charge: +1
* energy relative to the best compared isomer or geometry (same formula, charge and spin): 52.2 kcal per mole

Geometry as XYZ:
```
9
C3H3N2O (the ωB97M-V functional and the def2-TZVPD basis)
C 1.8555 -0.9330 -0.3652
C 0.3518 1.0879 0.3877
C -1.4939 -0.0178 -0.2808
N 1.0040 1.9809 0.3729
N -0.4598 0.0268 0.4599
O 2.9077 -1.2680 -0.6305
H -2.1535 -0.9145 -0.2203
H -1.6296 0.7937 -0.8980
H -0.3823 -0.7559 1.1745
```